1.
ORCA calculation (the ωB97M-V functional and the def2-TZVPD basis) on a single C5H10O2 molecule.

Properties
structure (SMILES) = COC[C@H]1C[C@H]1O
orbital gap = 10.03 eV
energy = -346.93018 Ha
HOMO = -9.0718 eV

Last column: Löwdin charge in e.
Element x y z (Å)
O1 0.9429 -0.4316 0.5501  -0.22
O2 -0.9883 1.3147 1.2973  -0.01
C1 -1.6081 0.8923 0.1262  -0.32
C2 2.3270 -0.2211 0.7254  -0.10
C3 -0.9005 0.0821 -0.9285  -0.21
C4 0.5477 -0.3348 -0.8099  -0.19
C5 -1.9847 -0.5460 -0.0834  -0.05
H1 -1.1653 0.3090 -1.9597  0.14
H2 2.6213 0.7771 0.3676  0.10
H3 -2.3032 1.6512 -0.2212  0.14
H4 2.5355 -0.2948 1.7953  0.09
H5 -0.2405 0.7121 1.4362  0.07
H6 2.9181 -0.9770 0.1890  0.09
H7 0.7113 -1.3075 -1.2996  0.13
H8 -2.9311 -0.7953 -0.5521  0.10
H9 1.1800 0.4059 -1.3230  0.12
H10 -1.6619 -1.2364 0.6904  0.11

Atoms 1-6, force components in eV/Å:
O 0.0 0.0 0.1
O 0.1 -0.1 0.1
C -0.2 0.1 -0.2
C 0.2 0.0 0.1
C 0.1 0.0 -0.1
C -0.1 0.0 -0.2

---

2.
ORCA calculation (the ωB97M-V functional and the def2-TZVPD basis) on a single C5H10O2 molecule.

Properties
structure (SMILES) = CO[C@H]1C[C@H]1CO
orbital gap = 10.73 eV
energy = -346.92076 Ha
HOMO = -9.7097 eV

Last column: Löwdin charge in e.
Element x y z (Å)
O1 -2.1464 -0.0644 -2.0208  -0.06
O2 1.1607 0.5259 -0.4380  -0.15
C1 0.4181 -0.5738 -0.0038  -0.34
C2 -0.2810 -0.3074 1.3001  -0.05
C3 -1.9090 0.4407 -0.7174  -0.23
C4 -1.0789 -0.5510 0.0499  -0.22
C5 2.3825 0.5467 0.2989  -0.09
H1 0.8779 -1.5234 -0.2898  0.15
H2 -0.2847 -1.0133 2.1225  0.10
H3 3.2187 0.3620 -0.3829  0.09
H4 -1.4070 1.4177 -0.7490  0.12
H5 -0.1718 0.7374 1.5958  0.12
H6 -1.4983 -1.5550 0.0060  0.15
H7 -1.2813 -0.2935 -2.3859  0.09
H8 2.3807 -0.2330 1.0744  0.09
H9 2.5140 1.5141 0.7986  0.09
H10 -2.8943 0.5703 -0.2586  0.12

Atoms 1-6, force components in eV/Å:
O 0.2 0.0 -0.2
O 0.0 -0.1 -0.2
C 0.0 -0.2 0.1
C 0.0 0.0 0.2
C 0.0 0.2 0.4
C -0.1 -0.1 -0.1

---

3.
ORCA calculation (the ωB97M-V functional and the def2-TZVPD basis) on 2 unconnected molecules or ions with the total composition C5H10O2 in a non-equilibrium geometry.

Properties
orbital gap (spin up / spin down) = 7.42 / 8.22 eV
energy = -346.86109 Ha
HOMO (spin up / spin down) = -8.0383 / -8.2089 eV

Last column: Löwdin charge in e.
Element x y z (Å)
O1 0.6130 2.3382 -1.3498  0.02
O2 -0.1227 -1.0808 -0.8085  -0.02
C1 0.0004 1.2920 -1.1815  -0.27
C2 0.6065 0.0382 -0.8951  -0.31
C3 -1.3622 -1.2521 -0.5447  -0.01
C4 -0.8714 0.1600 2.2253  -0.04
C5 2.0756 -0.1765 -0.9947  -0.01
H1 -1.0940 -0.8790 2.4760  0.03
H2 -0.3522 0.5839 3.0696  0.01
H3 2.3443 -0.7618 -1.8794  0.09
H4 2.5433 0.8061 -1.0785  0.08
H5 -0.1860 0.3323 1.3435  0.02
H6 -1.7952 0.7061 2.0744  0.02
H7 2.4797 -0.6848 -0.1148  0.09
H8 -1.6751 -2.2829 -0.4758  0.09
H9 -2.0567 -0.4220 -0.5219  0.08
H10 -1.0959 1.2586 -1.2668  0.12

Atoms 1-6, force components in eV/Å:
O 0.0 0.0 0.0
O 1.5 0.1 0.2
C -0.2 -0.1 0.1
C 0.4 0.0 -0.5
C -1.6 -0.1 -0.1
C 0.7 0.2 -0.6

---

4.
ORCA calculation (the ωB97M-V functional and the def2-TZVPD basis) on 2 unconnected molecules or ions with the total composition C5H10O2 in a non-equilibrium geometry.

Properties
orbital gap (spin up / spin down) = 9.09 / 7.98 eV
energy = -346.64724 Ha
2S+1 = 2
total charge = +1
HOMO (spin up / spin down) = -14.0292 / -15.1651 eV

Last column: Löwdin charge in e.
Element x y z (Å)
O1 2.0368 -1.3565 1.5906  -0.05
O2 -0.7283 2.0694 0.0159  0.19
C1 -1.7452 -2.1117 -0.5737  0.15
C2 0.1114 1.0847 -0.2045  -0.26
C3 -0.3422 -0.1369 -0.7620  0.02
C4 1.5411 1.3834 -0.0698  0.03
C5 -1.5750 -0.7555 -0.5313  -0.10
H1 -2.4797 -0.2077 -0.2677  0.13
H2 2.4430 -2.1740 1.9112  0.06
H3 1.5664 -1.6784 0.8147  0.01
H4 -2.7235 -2.5648 -0.6374  0.09
H5 -0.9524 -2.8169 -0.4262  0.09
H6 1.8044 1.6475 0.9547  0.13
H7 2.1081 0.5282 -0.4139  0.09
H8 1.7539 2.2821 -0.6603  0.13
H9 -1.6058 1.7175 0.2434  0.15
H10 0.3825 -0.7218 -1.3039  0.14

Atoms 1-6, force components in eV/Å:
O -0.1 -0.4 -0.3
O 0.4 -0.7 1.2
C -0.4 -0.2 0.0
C -0.6 0.7 -1.3
C 0.2 -0.6 1.0
C -0.2 0.2 -0.4

---

5.
ORCA calculation (the ωB97M-V functional and the def2-TZVPD basis) on a gas-phase ion, C5H10O2P (charge -1) in a non-equilibrium geometry.

Properties
structure (SMILES) = C[C@@H]1CCC[P@@]1(=O)[O-]
orbital gap = 8.09 eV
energy = -688.42656 Ha
total charge = -1
HOMO = -4.0233 eV

Last column: Löwdin charge in e.
Element x y z (Å)
P1 1.9846 0.0451 -0.1904  0.40
O1 2.6342 0.5460 1.0658  -0.42
O2 2.7804 -0.1534 -1.4670  -0.45
C1 0.0556 0.8531 -0.4434  -0.38
C2 1.2413 -1.5697 0.2434  -0.30
C3 -0.7924 -0.2445 0.2530  -0.21
C4 0.1443 2.2265 0.1422  -0.18
C5 -0.2190 -1.6545 -0.1873  -0.26
H1 -0.3040 -1.9151 -1.1894  0.08
H2 1.1011 2.6106 -0.2494  0.06
H3 -0.8264 -2.3258 0.2922  0.05
H4 -0.6962 2.8236 -0.0321  0.03
H5 -0.1517 0.9473 -1.4529  0.07
H6 1.4798 -1.6487 1.3581  0.08
H7 -1.8308 -0.1361 -0.1614  0.10
H8 1.8558 -2.4346 -0.2663  0.10
H9 -0.6373 -0.0158 1.3993  0.14
H10 0.3423 2.3198 1.2766  0.09

Atoms 1-6, force components in eV/Å:
P -0.9 -0.8 -1.1
O -0.3 0.7 -0.2
O -0.8 0.8 0.5
C 2.8 -1.7 2.9
C 1.7 -2.9 0.3
C 0.3 1.1 -0.8

---

6.
ORCA calculation (the ωB97M-V functional and the def2-TZVPD basis) on 4 unconnected molecules or ions with the total composition C5H10O2S in a non-equilibrium geometry.

Properties
orbital gap = 9.44 eV
energy = -744.92599 Ha
HOMO = -8.9470 eV

Last column: Löwdin charge in e.
Element x y z (Å)
S1 1.4113 0.6778 -0.8470  0.89
O1 -0.6863 1.9306 -0.0581  -0.18
O2 0.2494 -1.6147 0.3698  -0.28
C1 0.0499 1.8349 -1.3770  -0.38
C2 -0.4108 -2.0460 -0.7779  -0.20
C3 0.3833 -0.1506 0.5205  -0.68
C4 1.0059 0.2015 1.8798  -0.07
C5 -0.9479 0.5638 0.2496  -0.27
H1 1.5197 1.2203 1.9570  0.11
H2 -1.7388 0.4686 1.1134  0.18
H3 -0.6076 -0.8969 -1.7505  0.17
H4 0.3680 2.8250 -1.5753  0.06
H5 1.9108 -0.5224 2.1239  0.12
H6 -1.6380 -2.6700 -0.3284  0.16
H7 -0.4405 1.3846 -2.3812  0.12
H8 0.4012 -0.2398 2.6071  0.05
H9 -1.3801 0.1154 -0.5156  0.01
H10 0.5505 -3.0820 -1.2102  0.18

Atoms 1-6, force components in eV/Å:
S 0.0 -0.2 -0.3
O -0.2 -0.9 -2.8
O -0.1 2.5 0.0
C -0.7 -1.9 1.0
C -0.3 -2.0 -1.4
C 0.2 0.5 -0.6

---

7.
ORCA calculation (the ωB97M-V functional and the def2-TZVPD basis) on 2 unconnected molecules or ions with the total composition C5H10O3 in a non-equilibrium geometry.

Properties
structure (SMILES) = C=C(O)OCC.C=O
orbital gap = 9.27 eV
energy = -422.13374 Ha
HOMO = -8.5832 eV

Last column: Löwdin charge in e.
Element x y z (Å)
O1 -1.6461 -1.8581 0.2006  -0.06
O2 0.2443 -0.0416 0.0327  -0.11
O3 1.2313 1.6440 -1.1088  0.06
C1 2.3139 -0.4693 -1.0116  0.05
C2 -1.1766 0.8791 0.1399  -0.04
C3 -1.5849 0.8733 1.5786  -0.08
C4 1.2716 0.3233 -0.7450  -0.50
C5 -0.4461 -2.0325 0.0119  -0.18
H1 2.3847 -1.4557 -0.5872  0.05
H2 3.0748 -0.1688 -1.7121  0.05
H3 -1.9713 -0.1009 1.8649  0.07
H4 -0.0486 -2.2105 -1.0018  0.10
H5 -0.7499 1.1402 2.2203  0.09
H6 -2.3853 1.6053 1.7031  0.09
H7 1.9882 1.8444 -1.6648  0.11
H8 -1.9333 0.5171 -0.5511  0.11
H9 0.2283 -2.3280 0.8290  0.10
H10 -0.7950 1.8387 -0.1986  0.10

Atoms 1-6, force components in eV/Å:
O 1.2 -0.3 -0.2
O -2.1 1.7 0.2
O -0.6 -0.3 -0.1
C -0.4 -0.3 -0.1
C 2.5 -0.1 -0.3
C 0.1 -0.4 -0.1

---

8.
ORCA calculation (the ωB97M-V functional and the def2-TZVPD basis) on 2 unconnected molecules or ions with the total composition C5H10O3 in a non-equilibrium geometry.

Properties
structure (SMILES) = O=CCCCC=O.O
orbital gap = 10.41 eV
energy = -422.14643 Ha
HOMO = -9.7241 eV

Last column: Löwdin charge in e.
Element x y z (Å)
O1 -1.1128 0.3371 -2.5106  -0.05
O2 -0.8183 0.2736 2.2744  0.00
O3 -1.2395 -1.8978 -2.4796  -0.09
C1 0.6876 0.8848 0.2762  -0.23
C2 0.0006 -0.2649 -0.4266  -0.19
C3 -1.1192 0.3263 -1.2654  -0.22
C4 0.3472 0.0266 2.5776  -0.22
C5 1.4134 0.5564 1.6274  -0.14
H1 -2.0798 0.7780 -0.7667  0.16
H2 -0.3977 -1.0945 0.2366  0.14
H3 -1.8590 -1.3326 -2.9096  0.01
H4 0.8647 -0.7650 -1.0230  0.15
H5 1.3854 1.3240 -0.4272  0.11
H6 0.5867 -0.3920 3.6128  0.14
H7 -0.3927 -1.6307 -2.9428  0.08
H8 -0.1128 1.6254 0.7008  0.14
H9 1.7028 1.4877 1.9713  0.09
H10 2.1434 -0.2424 1.4744  0.12

Atoms 1-6, force components in eV/Å:
O 0.4 2.2 3.1
O 1.3 -1.1 1.4
O 2.0 -2.4 -0.8
C -1.2 1.2 2.5
C 1.1 -1.5 -0.3
C -1.0 0.2 -2.8